{
  "formula": "C4H10NOP",
  "method": "ωB97M-V/def2-TZVPD",
  "elements": ["C", "N", "C", "C", "C", "P", "O", "H", "H", "H", "H", "H", "H", "H", "H", "H", "H"],
  "xyz": [[-2.0707, -0.2916, -0.7356], [-0.7341, 0.0197, -0.3948], [0.1523, -1.0383, -0.0247], [1.5356, -0.5829, 0.3439], [1.5490, 0.9671, 0.3525], [-0.2444, 1.3685, 0.3934], [-0.6884, 2.5754, -0.2493], [-2.6238, 0.7342, -0.5566], [-2.0141, -0.5906, -1.7422], [-2.3508, -1.2114, -0.1438], [0.0866, -1.7353, -0.9197], [-0.2902, -1.8035, 0.7163], [1.7422, -1.0500, 1.2947], [2.4163, -0.8592, -0.3245], [2.3034, 1.2550, 0.9300], [1.7982, 1.2203, -0.6371], [-0.5670, 1.0227, 1.6975]],
  "nbo_charge": [-0.403, -0.779, -0.233, -0.411, -0.760, 1.933, -1.075, 0.233, 0.198, 0.183, 0.195, 0.171, 0.212, 0.221, 0.239, 0.232, -0.156],
  "e_homo_ha": -0.3331,
  "lumo_ev": 0.93,
  "total_charge": 0,
  "relative_energy_ev": 1.056,
  "multiplicity": 1,
  "homo_lumo_gap_ev": 10.0
}